Record 1
Entry from OMol25: a cluster of 7 separate species, C48H100N4O10S3 in total in a non-equilibrium geometry (the ωB97M-V functional and the def2-TZVPD basis).

Positions of all 165 atoms, in Å:
C: 11.00 -18.00 18.22
C: 11.76 -19.28 18.24
C: 13.10 -18.83 17.68
S: 13.46 -17.11 18.18
O: 13.62 -16.35 16.96
O: 14.44 -16.98 19.30
C: 11.80 -16.86 18.81
H: 10.02 -18.06 18.69
H: 10.74 -17.70 17.20
H: 11.30 -20.00 17.56
H: 11.83 -19.64 19.27
H: 12.89 -18.70 16.62
H: 13.99 -19.45 17.77
H: 11.43 -15.86 18.56
H: 11.74 -16.97 19.89
C: 18.65 -17.26 25.15
C: 18.52 -15.78 25.11
C: 19.95 -15.21 25.30
S: 21.18 -16.55 24.94
O: 21.66 -16.92 26.27
O: 22.01 -16.09 23.82
C: 19.89 -17.73 24.39
H: 17.73 -17.60 24.69
H: 18.73 -17.53 26.21
H: 17.76 -15.36 25.78
H: 18.14 -15.52 24.13
H: 20.14 -14.79 26.28
H: 20.25 -14.43 24.59
H: 20.16 -18.79 24.45
H: 19.68 -17.49 23.35
C: 27.05 -10.14 24.76
C: 26.71 -10.39 23.33
C: 27.30 -9.25 22.37
S: 28.11 -7.97 23.54
O: 27.60 -6.62 23.22
O: 29.58 -8.18 23.65
C: 27.20 -8.64 25.02
H: 28.01 -10.65 24.94
H: 26.32 -10.50 25.49
H: 25.63 -10.28 23.32
H: 26.75 -11.41 22.95
H: 26.44 -8.78 21.89
H: 28.10 -9.51 21.68
H: 26.24 -8.14 24.93
H: 27.69 -8.25 25.91
C: 17.53 -5.02 24.68
C: 17.88 -6.57 24.92
C: 17.57 -6.95 26.47
C: 16.22 -7.52 26.78
C: 15.91 -8.59 25.75
C: 15.89 -8.12 24.36
N: 17.26 -7.59 23.99
O: 17.26 -7.24 22.65
C: 15.62 -9.47 23.56
C: 14.75 -7.11 24.18
C: 19.42 -6.81 24.67
H: 17.72 -4.82 23.63
H: 18.12 -4.38 25.34
H: 16.49 -4.74 24.84
H: 18.27 -7.70 26.83
H: 17.68 -6.13 27.19
H: 15.50 -6.70 26.78
H: 16.31 -7.97 27.77
H: 14.93 -8.98 26.02
H: 16.68 -9.34 25.95
H: 16.51 -10.06 23.76
H: 14.81 -10.10 23.92
H: 15.51 -9.25 22.50
H: 13.93 -7.38 24.84
H: 15.04 -6.13 24.57
H: 14.42 -7.12 23.14
H: 19.68 -6.78 23.61
H: 19.56 -7.86 24.93
H: 20.11 -6.17 25.22
H: 17.65 -8.03 22.27
C: 21.90 -11.68 17.56
C: 22.03 -13.12 17.27
C: 21.20 -13.49 16.00
C: 21.88 -13.28 14.65
C: 23.29 -13.82 14.66
C: 24.22 -13.42 15.86
N: 23.40 -13.63 17.10
O: 24.24 -13.32 18.16
C: 25.36 -14.43 15.73
C: 24.61 -11.94 15.58
C: 21.19 -13.80 18.40
H: 21.13 -11.16 17.00
H: 22.79 -11.07 17.38
H: 21.68 -11.39 18.58
H: 20.97 -14.55 16.08
H: 20.23 -12.98 16.02
H: 21.97 -12.20 14.47
H: 21.38 -13.67 13.77
H: 23.76 -13.61 13.70
H: 23.16 -14.90 14.62
H: 25.92 -14.23 14.81
H: 26.12 -14.33 16.51
H: 25.05 -15.47 15.64
H: 25.42 -11.96 14.85
H: 23.83 -11.33 15.12
H: 24.94 -11.41 16.47
H: 21.21 -14.88 18.27
H: 20.16 -13.44 18.50
H: 21.71 -13.73 19.36
H: 24.11 -14.05 18.78
C: 18.90 -16.76 31.63
C: 18.64 -16.36 33.09
C: 20.05 -16.15 33.84
C: 20.62 -14.84 33.56
C: 19.57 -13.77 34.00
C: 18.35 -13.77 33.13
N: 17.80 -15.13 33.27
O: 16.64 -15.34 32.53
C: 17.35 -12.85 33.81
C: 18.59 -13.36 31.66
C: 18.08 -17.66 33.83
H: 19.70 -17.47 31.41
H: 19.17 -15.90 31.02
H: 17.98 -17.03 31.11
H: 19.91 -16.20 34.92
H: 20.65 -17.00 33.56
H: 20.93 -14.79 32.52
H: 21.57 -14.69 34.06
H: 20.13 -12.84 33.94
H: 19.40 -13.89 35.07
H: 17.08 -13.18 34.81
H: 17.61 -11.79 33.78
H: 16.35 -12.86 33.36
H: 19.46 -13.87 31.23
H: 17.77 -13.80 31.10
H: 18.71 -12.29 31.49
H: 17.01 -17.83 33.74
H: 18.04 -17.56 34.92
H: 18.67 -18.58 33.73
H: 15.98 -15.46 33.21
C: 28.01 -24.76 20.09
C: 28.20 -23.31 20.61
C: 27.63 -22.29 19.51
C: 27.34 -20.90 20.02
C: 26.38 -21.07 21.19
C: 27.01 -21.89 22.42
N: 27.44 -23.20 21.87
O: 27.87 -24.04 22.89
C: 28.04 -20.93 23.11
C: 25.92 -22.06 23.46
C: 29.75 -23.07 20.75
H: 28.39 -25.52 20.77
H: 28.50 -24.90 19.13
H: 27.00 -25.04 19.80
H: 28.35 -22.23 18.70
H: 26.69 -22.59 19.05
H: 26.72 -20.44 19.25
H: 28.25 -20.30 20.16
H: 25.47 -21.56 20.83
H: 25.85 -20.16 21.46
H: 28.33 -21.17 24.14
H: 29.01 -20.90 22.60
H: 27.59 -19.95 23.25
H: 25.63 -21.11 23.91
H: 25.09 -22.66 23.09
H: 26.22 -22.64 24.34
H: 30.21 -23.11 19.76
H: 30.28 -23.70 21.46
H: 29.89 -22.03 21.04
H: 27.40 -24.76 22.45

Summary:
Structure (SMILES): CC1(C)CCCC(C)(C)N1O.CC1(C)CCCC(C)(C)N1O.CC1(C)CCCC(C)(C)N1O.CC1(C)CCCC(C)(C)N1O.O=S1(=O)CCCC1.O=S1(=O)CCCC1.O=S1(=O)CCCC1
Gap between HOMO and LUMO (eV): 8.21
Energy relative to the best compared isomer or geometry (same formula, charge and spin) (eV): 2.407
LUMO level (eV): 0.1


Record 2
Entry from OMol25: a structure of composition C8H16AuN9Sb (the ωB97M-V functional and the def2-TZVPD basis).

Positions of all 35 atoms, in Å:
Au: 0.48 -0.50 1.14
N: 3.07 -1.79 3.19
C: 3.47 -0.87 2.24
N: 4.73 -0.50 2.09
N: 4.69 0.41 1.09
N: 3.49 0.56 0.67
N: 2.66 -0.24 1.39
C: 1.81 -2.31 3.38
N: 1.58 -3.26 4.28
N: 0.25 -3.49 4.18
N: -0.27 -2.74 3.28
N: 0.70 -1.96 2.74
H: 3.81 -2.20 3.74
C: -3.69 2.18 -0.95
C: -2.91 1.52 0.18
Sb: -1.09 0.58 -0.47
C: -0.22 2.17 -1.62
C: 1.18 1.78 -2.08
C: -1.85 -0.67 -2.03
C: -0.89 -1.80 -2.37
H: -4.62 2.62 -0.58
H: -3.95 1.47 -1.73
H: -3.11 2.98 -1.42
H: -3.49 0.74 0.67
H: -2.63 2.24 0.95
H: -0.19 3.04 -0.97
H: -0.88 2.40 -2.45
H: 1.83 1.52 -1.24
H: 1.65 2.60 -2.63
H: 1.15 0.91 -2.75
H: -2.06 -0.04 -2.90
H: -2.81 -1.07 -1.67
H: 0.07 -1.41 -2.73
H: -1.29 -2.45 -3.14
H: -0.67 -2.41 -1.49

Summary:
Gap between HOMO and LUMO (eV): 7.14
Energy relative to the best compared isomer or geometry (same formula, charge and spin) (eV): 0.000
Total charge: -1
LUMO level (eV): 2.6


Record 3
Entry from OMol25: a cluster of 2 separate species, C10H17NSi in total in a non-equilibrium geometry (the ωB97M-V functional and the def2-TZVPD basis).

Positions of all 29 atoms, in Å:
C: 1.29 3.08 -2.01
C: 1.09 1.94 -1.34
C: 0.15 3.17 0.48
C: -2.39 -4.32 1.19
C: -1.78 -3.36 1.81
C: 0.71 4.41 -1.63
C: 0.01 4.52 -0.24
C: 1.66 -1.65 1.61
C: 0.32 -2.07 -1.17
C: -1.72 -1.99 1.27
N: 0.56 2.09 -0.03
Si: 0.10 -1.42 0.61
H: 1.81 3.05 -2.99
H: 1.57 1.04 -1.55
H: -2.41 -5.29 1.68
H: -2.66 -4.45 0.13
H: -1.59 -3.61 2.79
H: 1.48 5.26 -1.70
H: -0.01 4.81 -2.51
H: -1.03 4.73 -0.46
H: 0.41 5.35 0.42
H: 1.73 -1.02 2.48
H: 1.63 -2.64 2.12
H: 2.49 -1.53 0.88
H: 0.47 -1.23 -1.96
H: 1.11 -2.85 -1.33
H: -0.59 -2.70 -1.41
H: -1.83 -1.55 2.24
H: -2.55 -1.80 0.62

Summary:
Gap between HOMO and LUMO (spin up / spin down) (eV): 8.31 / 6.19
Energy relative to the best compared isomer or geometry (same formula, charge and spin) (eV): 6.572
LUMO level (spin up / spin down) (eV): 0.4 / 0.0


Record 4
Entry from OMol25: a structure of composition C26H39ClCrN3O4Se in a non-equilibrium geometry (the ωB97M-V functional and the def2-TZVPD basis).

Positions of all 75 atoms, in Å:
O: -1.79 -0.86 0.23
C: -2.37 -1.35 -0.87
C: -2.31 -2.87 -0.92
C: -1.37 -3.57 -0.18
H: -0.64 -2.98 0.40
C: -1.34 -4.96 -0.18
H: -0.58 -5.45 0.42
C: -2.26 -5.67 -0.95
H: -2.22 -6.75 -0.97
C: -3.22 -4.97 -1.70
H: -3.93 -5.51 -2.30
C: -3.26 -3.57 -1.68
H: -4.00 -3.00 -2.25
H: -3.45 -1.07 -0.97
C: -2.50 0.63 -2.71
C: -1.72 -0.58 -2.25
H: -2.65 0.59 -3.81
H: -1.99 1.59 -2.50
H: -3.50 0.63 -2.24
C: -1.04 -1.37 -3.08
C: -0.72 -1.09 -4.54
H: -0.69 -2.35 -2.74
H: -1.20 -1.86 -5.16
H: 0.36 -1.19 -4.73
H: -1.04 -0.12 -4.92
Cr: -0.02 0.65 -0.63
Cl: 0.78 1.10 -2.75
C: 2.51 2.00 -0.50
O: 1.35 2.16 0.00
N: 3.56 2.80 -0.27
C: 3.44 4.07 0.41
C: 4.87 2.49 -0.84
H: 2.70 1.15 -1.15
H: 2.43 4.19 0.79
H: 3.68 4.88 -0.29
H: 4.16 4.12 1.23
H: 4.89 1.46 -1.22
H: 5.65 2.59 -0.06
H: 5.11 3.19 -1.66
H: -1.72 -2.54 4.27
H: 0.60 -2.08 4.40
C: -1.57 -2.43 3.19
C: 0.68 -1.44 3.51
N: -0.64 -1.33 2.92
H: -2.53 -2.24 2.70
C: -1.03 -0.26 2.22
O: -0.22 0.59 1.71
H: 1.05 -0.45 3.81
H: -2.12 -0.14 2.20
H: -1.16 -3.38 2.81
H: 1.38 -1.89 2.80
H: -2.58 5.34 0.06
H: -4.35 4.31 1.78
C: -2.91 4.51 -0.56
C: -4.43 3.46 1.09
N: -3.23 3.36 0.27
H: -2.12 4.25 -1.27
C: -2.44 2.28 0.33
O: -1.43 2.15 -0.41
H: -4.55 2.54 1.66
H: -2.75 1.51 1.06
H: -3.81 4.82 -1.09
H: -5.31 3.62 0.45
Se: 1.65 -1.26 -0.17
C: 3.16 -0.73 0.86
C: 4.41 -1.34 0.60
C: 5.58 -0.86 1.17
C: 5.53 0.19 2.11
C: 4.28 0.73 2.46
C: 3.12 0.27 1.86
H: 4.44 -2.17 -0.12
H: 6.54 -1.30 0.90
H: 6.44 0.59 2.55
H: 4.23 1.52 3.22
H: 2.14 0.67 2.16

Summary:
Spin multiplicity: 4
Gap between HOMO and LUMO (spin up / spin down) (eV): 6.54 / 7.32
Energy relative to the best compared isomer or geometry (same formula, charge and spin) (eV): 0.000
LUMO level (spin up / spin down) (eV): -0.4 / 0.3
Expectation value of S²: 3.871


Record 5
Entry from OMol25: a structure of composition C21H24CrN2O2P2 in a non-equilibrium geometry (the ωB97M-V functional and the def2-TZVPD basis).

Positions of all 52 atoms, in Å:
C: 3.09 2.43 -1.67
C: 1.98 2.01 -0.92
C: 1.10 1.00 -1.41
C: 1.73 0.05 -2.27
C: 3.01 0.33 -2.84
C: 3.65 1.53 -2.59
C: 1.08 -1.18 -2.27
C: -0.33 -1.11 -2.39
C: -0.97 -0.08 -1.62
C: -2.39 0.07 -1.61
C: -3.11 -0.62 -2.58
C: -2.49 -1.57 -3.40
C: -1.15 -1.89 -3.25
H: 3.59 3.38 -1.46
H: 3.44 -0.46 -3.45
H: 4.63 1.73 -3.04
H: 1.59 -2.09 -2.60
H: -4.18 -0.42 -2.68
H: -3.10 -2.09 -4.16
H: -0.67 -2.68 -3.83
N: -0.10 0.63 -0.75
Cr: -0.48 -0.32 0.90
C: 1.94 2.16 0.55
H: 0.95 2.49 0.91
H: 2.70 2.81 0.99
C: -3.09 0.81 -0.48
H: -2.80 1.87 -0.41
H: -4.18 0.73 -0.57
P: 2.19 0.33 1.13
P: -2.63 0.02 1.13
C: -3.64 -1.47 1.27
H: -3.41 -1.96 2.23
H: -4.71 -1.21 1.22
H: -3.40 -2.17 0.46
C: -3.04 1.08 2.53
H: -4.12 1.17 2.66
H: -2.60 0.64 3.43
H: -2.61 2.08 2.39
C: 3.80 0.13 1.99
H: 4.14 1.05 2.47
H: 3.66 -0.64 2.76
H: 4.55 -0.22 1.27
C: 1.26 0.88 2.69
H: 1.27 0.11 3.47
H: 1.75 1.79 3.07
H: 0.20 1.16 2.47
C: -0.19 -2.12 0.31
O: -0.08 -3.23 -0.03
H: 2.67 -0.58 -0.13
O: 0.26 -2.98 4.09
C: -0.17 -2.14 3.37
N: -0.60 -1.27 2.67

Summary:
Spin multiplicity: 4
Gap between HOMO and LUMO (spin up / spin down) (eV): 5.12 / 5.39
Total charge: +1
LUMO level (spin up / spin down) (eV): -5.0 / -4.9
Expectation value of S²: 3.907


Record 6
Entry from OMol25: a cluster of 2 separate species, C4H12O3 in total in a non-equilibrium geometry (the ωB97M-V functional and the def2-TZVPD basis).

Positions of all 19 atoms, in Å:
C: 0.42 0.85 -0.95
C: -1.03 1.23 -0.66
C: -1.39 1.05 0.84
O: -2.05 -0.19 1.11
C: 0.84 -0.59 -1.24
O: 2.18 -0.86 -0.85
H: 1.20 1.21 -0.27
H: 0.71 1.52 -1.78
H: -1.76 0.61 -1.18
H: -1.29 2.24 -0.97
H: -2.11 1.84 1.04
H: -0.50 1.08 1.46
H: -1.71 -0.87 0.51
H: 0.60 -1.07 -2.19
H: 0.21 -1.20 -0.59
H: 2.14 -1.27 0.04
H: 0.41 -1.92 2.01
H: 1.86 -2.21 1.82
O: 1.26 -1.45 1.86

Summary:
Structure (SMILES): OCCCCO.O
Gap between HOMO and LUMO (eV): 10.60
Energy relative to the best compared isomer or geometry (same formula, charge and spin) (eV): 1.238
LUMO level (eV): 0.4


Record 7
Entry from OMol25: a cluster of 2 separate species, C10H19NO3P in total in a non-equilibrium geometry (the ωB97M-V functional and the def2-TZVPD basis).

Positions of all 34 atoms, in Å:
C: 0.15 2.42 0.21
C: -2.18 -0.90 -1.03
C: -1.20 0.22 -1.14
C: -0.47 -1.32 0.55
C: -2.07 -1.32 0.50
C: 0.06 -0.10 -0.23
C: -2.72 -2.62 1.01
C: 1.30 4.40 -0.23
C: 0.37 1.01 0.77
C: 1.37 -0.33 -0.99
N: 2.93 -1.25 0.83
O: 3.88 -0.44 1.01
O: -0.82 3.03 -0.12
O: 1.38 3.08 0.17
P: 3.05 -2.23 -0.59
H: -3.12 -0.49 -1.33
H: -2.14 -1.84 -1.56
H: -0.79 0.28 -2.17
H: -1.85 1.07 -0.72
H: -0.20 -1.10 1.68
H: -0.09 -2.20 0.27
H: -2.42 -0.50 0.93
H: -2.57 -3.43 0.32
H: -3.78 -2.32 1.24
H: -2.28 -2.92 2.05
H: 0.37 4.43 -0.69
H: 2.19 4.54 -0.85
H: 1.39 5.11 0.71
H: 1.44 0.86 1.05
H: -0.28 1.03 1.68
H: 1.24 -0.74 -2.02
H: 1.93 0.62 -0.97
H: 1.87 -2.87 -0.22
H: 4.06 -3.20 -0.14

Summary:
Gap between HOMO and LUMO (spin up / spin down) (eV): 5.81 / 5.68
Energy relative to the best compared isomer or geometry (same formula, charge and spin) (eV): 4.923
Total charge: -1
LUMO level (spin up / spin down) (eV): 3.3 / 3.3


Record 8
Entry from OMol25: a structure of composition C5H8O3 in a non-equilibrium geometry (the ωB97M-V functional and the def2-TZVPD basis).

Positions of all 16 atoms, in Å:
C: 1.13 -1.19 0.18
C: -0.36 -1.61 -0.75
C: -0.66 -0.16 -0.74
C: -0.66 1.91 0.11
C: 0.10 0.80 0.84
H: 1.01 -1.78 1.04
H: 2.06 -1.34 -0.17
H: 0.06 -1.89 -1.71
H: -1.18 -2.48 -0.45
H: 0.45 0.13 -0.76
H: -1.32 2.29 0.79
H: -0.13 2.72 -0.64
H: 0.37 1.30 1.87
O: -1.27 1.23 -0.96
O: 1.35 0.12 0.59
O: -0.96 -0.04 0.76

Summary:
Gap between HOMO and LUMO (eV): 10.36
Energy relative to the best compared isomer or geometry (same formula, charge and spin) (eV): 9.030
LUMO level (eV): 0.9